#P
A 2-piece molecular cluster, C6H12N2O overall. Source: the Open Molecules 2025 dataset; level of theory: the ωB97M-V functional and the def2-TZVPD basis.

## Properties
* SMILES string: [H]/N=C\CC(N)=O.C=CC
* 2S+1: 1

Positions of all 21 atoms, in Å:
H 0.002 -1.929 -1.552
N -0.009 -1.074 -2.103
C -0.960 -0.290 -1.819
C -1.879 -0.397 -0.660
C -1.496 0.748 0.366
N -1.556 0.337 1.664
O -1.568 1.915 0.055
H -0.968 0.667 -2.330
H -1.841 -1.378 -0.184
H -2.894 -0.178 -0.985
H -1.429 1.038 2.378
H -1.391 -0.618 1.922
C 1.734 0.714 -0.894
C 1.480 0.621 0.419
C 1.849 -0.580 1.235
H 1.590 1.647 -1.415
H 2.283 -0.048 -1.430
H 1.233 1.515 0.979
H 2.523 -0.322 2.050
H 0.969 -1.045 1.679
H 2.326 -1.342 0.622

Mulliken atomic charge list, values in e, 2 entries: atom 1 (H): 0.223, atom 2 (N): -0.582

=====

#Q
A 2-piece molecular cluster, C6H12N2O overall. Source: the Open Molecules 2025 dataset; level of theory: the ωB97M-V functional and the def2-TZVPD basis.

## Properties
* SMILES string: C=C(C)[C@@H](O)CN.C#N
* 2S+1: 1

Positions of all 21 atoms, in Å:
C -0.708 -0.674 1.301
C -0.557 -0.426 0.008
C -1.532 -0.880 -1.032
C 0.646 0.326 -0.518
O 1.203 1.223 0.424
C 1.772 -0.673 -0.892
N 2.272 -1.452 0.217
H 0.002 -0.324 2.034
H -1.550 -1.228 1.677
H -2.159 -1.682 -0.650
H -2.169 -0.044 -1.311
H -1.019 -1.227 -1.925
H 0.354 0.879 -1.426
H 0.490 1.772 0.766
H 1.400 -1.357 -1.660
H 2.606 -0.103 -1.304
H 2.636 -0.817 0.920
H 1.510 -1.971 0.644
C -1.722 2.904 0.925
N -2.052 2.075 0.220
H -1.424 3.679 1.583

Mulliken atomic charge list, values in e, 2 entries: atom 1 (C): -1.140, atom 2 (C): 0.575

=====

The structure with the greatest stability is #P.

=====

#P
The molecule C6H12N2O. Source: the Open Molecules 2025 dataset; level of theory: the ωB97M-V functional and the def2-TZVPD basis.

## Properties
* SMILES string: C/C=C(N)/C=C(\[O-])[NH2+]C
* 2S+1: 1

Positions of all 21 atoms, in Å:
C 0.865 2.553 -2.228
C 0.669 1.611 -1.074
C -0.083 0.498 -1.148
N -0.771 0.145 -2.325
C -0.336 -0.413 -0.020
C 0.303 -0.306 1.245
O 1.161 0.339 1.784
N -0.744 -1.119 2.138
C -0.261 -2.371 2.740
H 1.350 2.069 -3.087
H -0.085 2.963 -2.591
H 1.496 3.394 -1.943
H 1.153 1.843 -0.137
H -0.973 -0.838 -2.423
H -0.382 0.525 -3.175
H -0.511 -1.452 -0.311
H -1.075 -0.471 2.849
H -1.366 -0.900 1.052
H -1.037 -2.822 3.358
H 0.001 -3.066 1.944
H 0.626 -2.181 3.350

Mulliken atomic charge list, values in e, 2 entries: atom 1 (C): -1.356, atom 2 (C): -0.142

=====

#Q
A 2-piece molecular cluster, C6H12N2O overall. Source: the Open Molecules 2025 dataset; level of theory: the ωB97M-V functional and the def2-TZVPD basis.

## Properties
* 2S+1: 1

Positions of all 21 atoms, in Å:
C 0.662 1.694 -0.379
C -0.139 0.419 0.383
C 1.049 -0.072 1.307
C 1.117 -1.037 -0.965
C -0.446 -0.885 -0.639
C -1.467 0.290 -0.478
H 0.258 2.648 -0.022
H 1.738 1.682 -0.730
H 0.070 1.989 -1.278
H 0.620 -1.003 1.801
H 1.546 0.704 1.728
H 2.260 -1.525 0.860
H 1.632 -1.957 -1.140
H 1.571 -0.374 -1.757
H -1.516 -1.702 0.734
H -1.761 1.168 -1.002
H -3.224 -0.434 -0.153
H -2.765 1.178 0.927
N 2.028 -0.620 0.312
N -2.422 -0.127 0.525
O -0.811 -2.036 -0.037

Mulliken atomic charge list, values in e, 2 entries: atom 1 (C): -1.590, atom 2 (C): 0.630

=====

#R
C6H12N2O as an isolated structure. Source: the Open Molecules 2025 dataset; level of theory: the ωB97M-V functional and the def2-TZVPD basis.

## Properties
* 2S+1: 1

Positions of all 21 atoms, in Å:
C 0.873 0.542 1.800
C 1.841 0.026 -0.302
O 2.336 0.445 -1.491
N 0.965 0.759 0.365
H 1.776 1.162 -1.835
H 2.532 -0.627 0.226
H 1.047 -0.501 2.075
H -0.133 0.781 2.137
H 1.577 1.199 2.312
C -0.581 -1.584 -0.747
C -1.357 -0.547 -0.131
C -0.469 1.160 -0.474
C -2.406 -0.470 0.662
N -0.419 1.448 -1.722
H -0.021 0.715 -2.305
H -0.963 1.874 0.179
H 0.552 -1.244 -0.749
H -0.822 -1.738 -1.799
H -0.575 -2.525 -0.198
H -2.706 0.454 1.143
H -3.047 -1.328 0.853

Mulliken atomic charge list, values in e, 2 entries: atom 1 (C): -0.973, atom 2 (C): -0.444

=====

#S
The molecule C6H12N2O. Source: the Open Molecules 2025 dataset; level of theory: the ωB97M-V functional and the def2-TZVPD basis.

## Properties
* SMILES string: [H]/N=C/C(/C=N/[H])C(C)(C)O
* 2S+1: 1

Positions of all 21 atoms, in Å:
H -1.231 -3.220 -0.415
N -0.837 -2.258 -0.445
C -1.022 -1.498 0.500
C -0.632 0.181 0.471
C -1.722 0.781 -0.370
N -2.452 1.681 0.177
H -3.187 2.138 -0.343
C 0.831 0.135 -0.215
C 1.841 -0.683 0.516
C 1.299 1.653 -0.158
O 0.639 -0.263 -1.511
H -1.381 -1.876 1.484
H -0.831 0.390 1.543
H -1.799 0.487 -1.400
H 1.406 -1.667 0.585
H 2.045 -0.387 1.597
H 2.892 -0.706 -0.090
H 2.209 1.895 -0.842
H 1.432 2.070 0.850
H 0.405 2.189 -0.468
H 0.093 -1.041 -1.467

Mulliken atomic charge list, values in e, 2 entries: atom 1 (H): 0.270, atom 2 (N): -0.439

=====

The structure with the greatest stability is #S.

=====

#P
A 2-piece molecular cluster, CH6S3 overall. Source: the Open Molecules 2025 dataset; level of theory: the ωB97M-V functional and the def2-TZVPD basis.

## Properties
* SMILES string: CSS.S
* 2S+1: 1

Positions of all 10 atoms, in Å:
C -0.808 -1.515 -0.256
S -0.970 -0.065 -1.318
S -0.702 1.456 0.091
H 0.219 -1.848 -0.126
H -1.365 -1.403 0.667
H -1.318 -2.296 -0.828
H -1.839 2.088 -0.235
S 2.737 1.409 0.340
H 2.005 0.290 0.289
H 2.040 1.885 1.377

Mulliken atomic charge list, values in e, 2 entries: atom 1 (C): -0.803, atom 2 (S): -0.035

=====

#Q
A 2-piece molecular cluster, CH6S3 overall. Source: the Open Molecules 2025 dataset; level of theory: the ωB97M-V functional and the def2-TZVPD basis.

## Properties
* SMILES string: CSS.S
* 2S+1: 1

Positions of all 10 atoms, in Å:
C 1.167 -0.689 -1.283
S -0.140 0.445 -1.885
S -1.832 -0.511 -1.161
H 0.959 -1.675 -1.693
H 2.079 -0.329 -1.759
H 1.176 -0.713 -0.203
H -1.808 -0.120 0.131
S -0.901 1.566 2.907
H -0.944 0.251 2.694
H 0.244 1.775 2.252

Mulliken atomic charge list, values in e, 2 entries: atom 1 (C): -0.719, atom 2 (S): -0.045

=====

The structure with the greatest stability is #Q.

=====

#P
The molecule C2H7N3O2. Source: the Open Molecules 2025 dataset; level of theory: the ωB97M-V functional and the def2-TZVPD basis.

## Properties
* SMILES string: NN[C@H](N)C(=O)O
* 2S+1: 1

Positions of all 14 atoms, in Å:
N -1.611 -1.211 0.444
N -0.848 -0.418 -0.402
C 0.099 0.554 0.219
N 0.115 1.894 -0.284
C 1.747 -0.187 0.134
O 2.726 0.511 0.207
O 1.624 -1.550 0.066
H -2.540 -0.761 0.828
H -1.891 -2.080 -0.012
H -1.411 0.021 -1.211
H -0.157 0.528 1.271
H 0.552 1.958 -1.225
H 0.857 2.406 0.179
H 0.739 -1.666 -0.214

Mulliken atomic charge list, values in e, 2 entries: atom 1 (N): -0.585, atom 2 (N): -0.360

=====

#Q
A 2-piece molecular cluster, C2H7N3O2 overall. Source: the Open Molecules 2025 dataset; level of theory: the ωB97M-V functional and the def2-TZVPD basis.

## Properties
* 2S+1: 1

Positions of all 14 atoms, in Å:
C -1.146 -0.004 0.255
C -1.407 -1.274 -0.443
N 2.526 0.219 0.731
O -0.001 0.967 -1.435
O -2.073 0.913 0.230
N 0.850 0.998 -0.447
N 1.814 0.201 -0.489
H -1.757 1.736 0.636
H -0.456 0.004 1.094
H 2.591 1.161 1.114
H 3.453 -0.139 0.542
H -1.912 -1.954 0.255
H -2.029 -1.111 -1.318
H -0.453 -1.717 -0.726

Mulliken atomic charge list, values in e, 2 entries: atom 1 (C): 0.264, atom 2 (C): -1.034

=====

#R
The molecule C2H7N3O2. Source: the Open Molecules 2025 dataset; level of theory: the ωB97M-V functional and the def2-TZVPD basis.

## Properties
* SMILES string: CN/N=[N+](\[O-])OC
* 2S+1: 1

Positions of all 14 atoms, in Å:
C 1.440 0.754 -1.848
N 0.967 -0.612 -1.640
N 0.246 -1.105 -0.638
N -0.364 -0.312 0.185
O -0.356 0.925 0.271
O -1.187 -0.931 1.227
C -1.643 -0.250 2.496
H 1.362 0.896 -2.950
H 0.831 1.522 -1.285
H 2.438 0.770 -1.640
H 1.448 -1.299 -2.165
H -1.632 0.767 2.151
H -2.664 -0.712 2.567
H -0.887 -0.414 3.270

Mulliken atomic charge list, values in e, 2 entries: atom 1 (C): -0.607, atom 2 (N): -0.062

=====

#S
A 2-piece molecular cluster, C2H7N3O2 overall. Source: the Open Molecules 2025 dataset; level of theory: the ωB97M-V functional and the def2-TZVPD basis.

## Properties
* SMILES string: [H]/N=C\C(=O)O.NN
* 2S+1: 1

Positions of all 14 atoms, in Å:
H -1.644 -1.394 0.256
N -0.894 -1.261 0.939
C -0.516 -0.052 1.008
C -1.107 1.060 0.216
O -1.927 0.913 -0.659
O -0.630 2.260 0.571
H 0.242 0.223 1.730
H -1.038 2.958 0.034
N 1.031 -0.113 -0.776
N 1.411 -1.498 -0.650
H 0.510 -0.031 -1.648
H 1.870 0.456 -0.843
H 2.113 -1.550 0.087
H 0.579 -1.971 -0.268

Mulliken atomic charge list, values in e, 2 entries: atom 1 (H): 0.248, atom 2 (N): -0.871

=====

The structure with the greatest stability is #S.